{
  "formula": "C19H48O11V",
  "method": "wB97M-V/def2-TZVPD",
  "elements": ["O", "V", "O", "C", "O", "O", "O", "C", "C", "C", "O", "H", "H", "H", "H", "H", "H", "H", "H", "C", "C", "C", "O", "H", "H", "H", "H", "H", "H", "H", "H", "C", "C", "C", "O", "H", "H", "H", "H", "H", "H", "H", "H", "C", "C", "C", "O", "H", "H", "H", "H", "H", "H", "H", "H", "C", "C", "C", "O", "H", "H", "H", "H", "H", "H", "H", "H", "C", "C", "C", "O", "H", "H", "H", "H", "H", "H", "H", "H"],
  "positions_angstrom": [[0.55159, 0.00521, 0.08187], [0.09776, 1.52022, 0.43664], [-1.48530, 1.67719, 0.34979], [1.84086, 3.54394, 0.65235], [2.20983, 2.35988, 0.47553], [0.60139, 3.76263, 0.76908], [2.59440, 4.51282, 0.78287], [1.66790, -2.39928, -3.29301], [2.52367, -1.39103, -2.54109], [3.72415, -2.06811, -1.82053], [3.17079, -0.62414, -3.50868], [2.28034, -3.02644, -3.94085], [0.88582, -1.82352, -3.78794], [1.22191, -3.05166, -2.54228], [2.02892, -0.66117, -1.90028], [3.31403, -2.74551, -1.07151], [4.32493, -1.32311, -1.29885], [4.30254, -2.66182, -2.52838], [3.35636, 0.18167, -3.02099], [6.18446, 0.52636, 2.42038], [4.91149, 0.72482, 1.61037], [3.83502, -0.39012, 1.77338], [4.28002, 1.82228, 2.17932], [6.77060, -0.37146, 2.22431], [6.05686, 0.54229, 3.50278], [6.90149, 1.31621, 2.19652], [5.25658, 0.92835, 0.59666], [4.20381, -1.37230, 1.47770], [3.01650, -0.15085, 1.09450], [3.49805, -0.41335, 2.80972], [3.66550, 2.18885, 1.53933], [0.83188, -0.91253, 3.75664], [-0.26412, 0.03907, 3.36509], [-1.27784, 0.37788, 4.47836], [0.19185, 1.24714, 2.74608], [1.27049, -1.52145, 2.96611], [0.39836, -1.68838, 4.38768], [1.62004, -0.37411, 4.28294], [-0.89624, -0.43046, 2.61140], [-1.74196, -0.52565, 4.87372], [-2.12441, 0.98301, 4.15393], [-0.79300, 0.90979, 5.29696], [0.77595, 1.64044, 3.39859], [-0.06719, 0.99450, -4.12710], [-0.17318, 2.26329, -3.20706], [-1.57471, 2.63105, -2.75564], [0.46439, 1.88566, -2.01033], [0.94459, 0.69020, -4.39510], [-0.70070, 1.14925, -5.00050], [-0.47425, 0.12328, -3.61392], [0.44854, 3.05369, -3.62757], [-1.45217, 3.35075, -1.94625], [-2.09088, 1.72486, -2.43867], [-2.14500, 3.14831, -3.52721], [1.41878, 1.82189, -2.09193], [-4.67716, 1.29371, -0.44814], [-5.58454, 0.88060, -1.66946], [-6.45175, 2.03573, -2.18540], [-4.66818, 0.50052, -2.67448], [-4.01294, 0.46563, -0.20074], [-5.26023, 1.47928, 0.45391], [-4.07761, 2.17399, -0.67997], [-6.19370, 0.01966, -1.39410], [-5.89939, 2.90988, -2.53019], [-7.07349, 2.32864, -1.33939], [-7.08771, 1.71977, -3.01234], [-4.17844, -0.24641, -2.32254], [-1.16743, -2.46332, 0.52823], [-2.13361, -3.59954, 0.93832], [-2.44814, -3.64523, 2.41761], [-3.28991, -3.45548, 0.16650], [-0.82239, -2.62678, -0.49272], [-0.40958, -2.27167, 1.28785], [-1.80962, -1.58296, 0.50294], [-1.67750, -4.54691, 0.65098], [-3.30560, -4.30102, 2.56868], [-2.69630, -2.63087, 2.72999], [-1.60948, -3.94532, 3.04585], [-3.84678, -4.21220, 0.36362]],
  "homo_ev": -4.21,
  "orbital_gap_ev": 6.5,
  "charge": -1,
  "multiplicity": 1
}

***

{
  "formula": "C19H49AsBr3F6NiO18S6",
  "method": "wB97M-V/def2-TZVPD",
  "elements": ["Ni", "As", "F", "F", "F", "F", "F", "F", "O", "S", "O", "O", "C", "C", "C", "H", "H", "H", "H", "H", "H", "H", "H", "O", "S", "O", "O", "C", "C", "C", "H", "H", "H", "H", "H", "H", "H", "H", "O", "S", "O", "O", "C", "C", "C", "H", "H", "H", "H", "H", "H", "H", "H", "O", "S", "O", "O", "C", "C", "C", "H", "H", "H", "H", "H", "H", "H", "H", "O", "S", "O", "O", "C", "C", "C", "H", "H", "H", "H", "H", "H", "H", "H", "O", "S", "O", "O", "C", "C", "C", "H", "H", "H", "H", "H", "H", "H", "H", "C", "Br", "Br", "Br", "H"],
  "positions_angstrom": [[3.87475, 0.12398, -0.47511], [0.38262, 0.43394, 1.01004], [0.48616, -1.12408, 1.67364], [0.91283, 1.11735, 2.52486], [0.31633, 2.04075, 0.26881], [-0.04503, -0.24609, -0.49712], [-1.27372, 0.69453, 1.53862], [2.13422, 0.44375, 0.50878], [0.66972, -2.85567, 4.60921], [0.19645, -2.06601, 5.71921], [-0.38729, -2.60082, 6.91020], [1.50138, -1.13579, 6.11380], [2.34529, -1.60551, 7.17951], [1.93958, -0.82126, 8.45638], [-0.77368, -0.66655, 5.10095], [3.38587, -1.34945, 6.95700], [2.49774, -2.67883, 7.30666], [2.81037, -0.72795, 9.10642], [1.20123, -1.36889, 9.04280], [1.50832, 0.13959, 8.19178], [-1.78656, -0.92950, 5.39781], [-0.50612, -0.63547, 4.04757], [-0.48210, 0.27053, 5.56548], [-7.34433, -2.36724, -1.71344], [-7.05096, -0.96959, -1.47133], [-8.10069, -0.11069, -1.00224], [-5.82782, -0.89121, -0.40652], [-4.80685, -1.86297, -0.61792], [-3.62123, -1.53827, 0.30700], [-6.28762, -0.13791, -2.90151], [-4.43168, -1.95528, -1.64028], [-5.16483, -2.85429, -0.34176], [-2.88085, -2.33166, 0.16935], [-3.94009, -1.65439, 1.34450], [-3.09649, -0.58786, 0.22609], [-5.64381, 0.64065, -2.50571], [-7.11182, 0.20226, -3.52441], [-5.72906, -0.82740, -3.53267], [-2.35609, 1.12190, -4.31932], [-2.22708, -0.28745, -4.54943], [-3.36281, -1.17585, -4.41239], [-1.33016, -0.58914, -5.87882], [-1.88630, -0.08522, -7.09398], [-3.17036, -0.82393, -7.56793], [-1.00497, -0.88844, -3.37383], [-1.16504, -0.22911, -7.89135], [-2.21138, 0.95276, -6.99332], [-2.97271, -1.89473, -7.52509], [-3.27672, -0.56211, -8.62538], [-4.14451, -0.55500, -7.16670], [-1.39855, -1.85446, -3.06197], [-1.11862, -0.32101, -2.44993], [-0.04321, -0.80007, -3.86360], [1.47578, -2.88333, -2.66074], [2.13795, -2.87118, -1.37497], [2.80448, -1.67712, -0.88909], [1.16723, -3.37077, -0.18377], [-0.10195, -3.95424, -0.50525], [-0.39471, -5.28024, 0.24144], [3.29119, -4.28129, -1.37866], [-0.17753, -4.03206, -1.58989], [-0.93048, -3.31470, -0.19940], [0.28847, -6.08720, -0.01909], [-1.41823, -5.59386, 0.04816], [-0.31072, -5.07233, 1.30804], [2.69914, -5.17864, -1.51362], [3.88008, -4.21712, -0.46796], [3.91421, -4.05144, -2.24312], [3.09902, 1.61860, -1.55753], [3.13377, 2.74136, -2.50713], [4.33528, 3.14081, -3.17138], [2.14911, 2.22449, -3.65672], [1.13043, 3.05327, -4.22494], [0.65261, 2.46767, -5.52079], [2.24628, 4.15741, -1.76630], [1.58205, 4.00223, -4.53348], [0.25220, 3.31341, -3.63255], [1.43426, 2.42453, -6.28237], [-0.28251, 2.72263, -6.01316], [0.46903, 1.39667, -5.34695], [2.98096, 4.77810, -1.24882], [1.57051, 3.77277, -1.00154], [1.75703, 4.82722, -2.46604], [4.53187, 0.91603, 1.46338], [4.99669, 1.70926, 2.62522], [6.40414, 1.87412, 2.88953], [4.29163, 3.17932, 2.57912], [3.03510, 3.30172, 1.89325], [2.68146, 4.81239, 1.90171], [4.25638, 1.00707, 4.11071], [2.32298, 2.76701, 2.52631], [2.96709, 2.95620, 0.86327], [1.60605, 4.95240, 1.93841], [3.20425, 5.16714, 1.00796], [3.18724, 5.41300, 2.65685], [4.89818, 0.17825, 4.40705], [3.18789, 0.91661, 3.93808], [4.51184, 1.71084, 4.90611], [-1.78701, 2.93894, 4.06034], [-2.20348, 4.69809, 3.29652], [-3.31851, 2.14094, 4.96433], [-0.22152, 3.15041, 5.18148], [-1.58895, 2.21983, 3.27462]],
  "homo_ev": [-11.99, -11.99],
  "s_squared": 2.003,
  "orbital_gap_ev": [7.1, 5.4],
  "charge": 1,
  "multiplicity": 3
}

***

{
  "formula": "C19H49KN4O10",
  "method": "wB97M-V/def2-TZVPD",
  "elements": ["K", "N", "O", "O", "O", "C", "O", "C", "C", "N", "C", "C", "O", "C", "H", "H", "H", "H", "H", "H", "H", "H", "H", "H", "H", "H", "H", "H", "H", "C", "O", "C", "C", "N", "C", "C", "O", "C", "H", "H", "H", "H", "H", "H", "H", "H", "H", "H", "H", "H", "H", "H", "H", "C", "O", "C", "C", "N", "C", "C", "O", "C", "H", "H", "H", "H", "H", "H", "H", "H", "H", "H", "H", "H", "H", "H", "H", "C", "O", "H", "H", "H", "H"],
  "positions_angstrom": [[0.22565, -0.02927, -0.19453], [0.48682, -1.52424, 3.52571], [-0.25966, -0.77347, 4.19084], [0.67417, -2.69309, 3.86936], [0.86389, -1.15392, 2.39323], [3.03789, 2.42511, 0.57839], [1.77918, 1.86935, 0.87010], [1.31709, 2.37180, 2.12064], [-0.13086, 2.02848, 2.41581], [-0.95005, 2.14563, 1.20693], [-2.38123, 2.16086, 1.46734], [-2.89066, 3.44582, 2.07640], [-2.52718, 4.50833, 1.20388], [-2.77577, 5.76248, 1.77339], [2.96557, 3.52030, 0.50108], [3.34145, 2.06495, -0.40223], [3.77368, 2.18041, 1.35017], [1.33406, 3.46318, 1.96392], [1.96252, 2.04467, 2.93541], [-0.47044, 2.68168, 3.23609], [-0.31332, 1.02852, 2.82466], [-0.69571, 2.99053, 0.70221], [-2.60854, 1.33274, 2.14196], [-2.91722, 2.01564, 0.52606], [-2.49841, 3.63103, 3.08142], [-3.98916, 3.39170, 2.13535], [-3.84006, 5.88546, 2.02513], [-2.45956, 6.52988, 1.07281], [-2.23621, 5.90984, 2.72210], [-0.03841, -1.39190, -3.93141], [-0.78287, -0.70000, -2.96429], [-1.34442, 0.51236, -3.33335], [-0.36786, 1.70014, -3.45172], [0.42278, 1.87239, -2.22624], [0.88172, 3.23465, -2.01281], [2.05082, 3.63130, -2.88942], [2.54668, 4.92996, -2.62304], [1.74787, 5.95512, -3.14904], [0.88535, -0.87789, -4.22635], [-0.61735, -1.47804, -4.86652], [0.14910, -2.38246, -3.53461], [-2.11206, 0.79766, -2.61154], [-1.81426, 0.42027, -4.32778], [-0.92619, 2.59199, -3.72180], [0.30420, 1.42498, -4.28374], [1.26899, 1.31136, -2.25627], [1.11985, 3.41503, -0.96346], [0.05224, 3.92806, -2.19420], [1.82535, 3.47447, -3.95565], [2.91017, 2.97604, -2.69053], [0.70558, 5.92386, -2.80654], [1.72896, 5.91445, -4.24828], [2.15110, 6.91843, -2.84621], [0.27033, -5.90727, 3.74084], [-0.49451, -6.80387, 2.94823], [-1.85005, -6.45454, 2.77499], [-2.20954, -6.53684, 1.29198], [-1.61648, -5.52448, 0.42182], [-1.98335, -4.15536, 0.80371], [-1.28681, -3.09999, -0.00727], [0.08003, -2.86350, 0.27469], [0.94935, -3.65307, -0.50637], [0.21832, -6.20550, 4.79627], [-0.04952, -4.86814, 3.64362], [1.30794, -5.98279, 3.42208], [-2.01136, -5.44407, 3.15545], [-2.48802, -7.17729, 3.29693], [-3.30787, -6.41075, 1.27066], [-2.02121, -7.54543, 0.92638], [-0.61560, -5.63629, 0.55721], [-1.71874, -3.96006, 1.85177], [-3.06097, -4.05102, 0.66040], [-1.82755, -2.16916, 0.22343], [-1.41185, -3.22121, -1.09362], [0.88541, -4.71244, -0.26998], [1.96109, -3.33500, -0.23937], [0.81246, -3.46440, -1.57753], [3.65917, -0.87186, -2.05633], [2.64184, -0.22728, -1.28519], [3.50427, -0.56813, -3.09094], [4.64711, -0.54496, -1.74371], [3.51727, -1.94860, -1.98557], [2.93356, 0.02665, -0.40346]],
  "homo_ev": -7.51,
  "orbital_gap_ev": 7.5,
  "multiplicity": 1
}

***

{
  "formula": "C19H49NO8Si",
  "method": "wB97M-V/def2-TZVPD",
  "elements": ["O", "Si", "C", "C", "C", "N", "C", "C", "H", "H", "H", "H", "H", "H", "H", "C", "C", "O", "H", "H", "H", "H", "H", "H", "C", "C", "O", "H", "H", "H", "H", "H", "H", "C", "C", "O", "H", "H", "H", "H", "H", "H", "C", "C", "O", "H", "H", "H", "H", "H", "H", "C", "C", "O", "H", "H", "H", "H", "H", "H", "C", "C", "O", "H", "H", "H", "H", "H", "H", "C", "C", "O", "H", "H", "H", "H", "H", "H"],
  "positions_angstrom": [[1.87220, -2.57228, 2.02587], [1.00712, -2.42889, 0.62230], [-0.81523, -2.09787, 0.88788], [-1.73008, -3.15363, 1.04857], [-3.07781, -2.86520, 1.26792], [-3.56727, -1.62525, 1.30225], [-2.71283, -0.61857, 1.12678], [-1.34179, -0.79667, 0.92150], [2.17258, -1.72447, 2.37238], [1.12179, -3.67316, -0.15108], [1.54218, -1.32523, -0.20612], [-1.40063, -4.18887, 1.02407], [-3.79182, -3.67176, 1.42401], [-3.13468, 0.38257, 1.15249], [-0.70342, 0.07130, 0.77624], [3.90111, -5.77708, 3.86220], [3.22278, -6.47026, 2.69528], [1.82604, -6.63681, 2.91267], [3.74475, -6.34354, 4.78061], [4.97417, -5.67854, 3.69037], [3.48818, -4.77562, 4.00403], [3.63488, -7.46908, 2.55566], [3.39488, -5.90936, 1.76997], [1.45360, -5.75604, 3.02834], [-0.58364, 1.13346, -2.50004], [0.44347, 2.05340, -1.86580], [0.93351, 1.52790, -0.63095], [-1.42281, 0.97658, -1.82038], [-0.96549, 1.55821, -3.42965], [-0.14808, 0.15667, -2.72766], [0.00124, 3.01799, -1.62769], [1.27970, 2.22136, -2.55432], [1.35919, 0.68131, -0.81497], [-3.82618, -1.56231, -3.37186], [-4.26885, -3.01048, -3.44549], [-3.46086, -3.86675, -2.63781], [-2.78270, -1.46829, -3.67775], [-4.43857, -0.93773, -4.02405], [-3.91731, -1.18108, -2.35364], [-4.16858, -3.39423, -4.46001], [-5.31980, -3.10767, -3.15603], [-3.51814, -3.56622, -1.72406], [-0.05964, -5.79593, -1.76731], [-0.74668, -6.43156, -2.96363], [-2.15861, -6.46562, -2.80214], [-0.25646, -6.36831, -0.85950], [1.02046, -5.73119, -1.91260], [-0.44552, -4.78448, -1.61664], [-0.41542, -7.46117, -3.09862], [-0.49489, -5.88070, -3.87825], [-2.43086, -5.53799, -2.73967], [5.65877, 1.59442, 0.89052], [4.96154, 0.92571, -0.27884], [3.56066, 0.79232, -0.07268], [5.48478, 1.03276, 1.80880], [6.73419, 1.65703, 0.71905], [5.28058, 2.60862, 1.03720], [5.33594, -0.08838, -0.41657], [5.15598, 1.47965, -1.20364], [3.16600, 1.66675, 0.03028], [-0.14362, 7.46419, -0.71219], [-1.07901, 6.37866, -1.20766], [-0.66215, 5.07986, -0.79983], [0.87074, 7.29268, -1.07291], [-0.47265, 8.44865, -1.04874], [-0.11694, 7.46638, 0.38068], [-1.09743, 6.35333, -2.29680], [-2.10062, 6.56980, -0.86145], [-0.65452, 5.05865, 0.16361], [-1.13899, 9.30416, 3.30624], [-2.04328, 8.20137, 2.79113], [-1.57642, 6.90188, 3.14114], [-0.12304, 9.16601, 2.93515], [-1.49723, 10.28369, 2.98721], [-1.10357, 9.29738, 4.39811], [-2.06919, 8.20896, 1.70131], [-3.06879, 8.34682, 3.14624], [-1.55092, 6.83776, 4.10099]],
  "smiles": "O[SiH2]c1ccncc1.CCO.CCO.CCO.CCO.CCO.CCO.CCO",
  "homo_ev": -9.59,
  "orbital_gap_ev": 9.9,
  "multiplicity": 1
}

***

| no. | DFT total energy (eV) |
| --- | --- |
| 1 | -68693.7171 |
| 2 | -450668.9931 |
| 3 | -63251.6308 |
| 4 | -46244.8160 |